[1]
{"formula": "C5H10NO", "method": "ωB97M-V/def2-TZVPD", "species": ["C", "C", "C", "C", "N", "C", "O", "H", "H", "H", "H", "H", "H", "H", "H", "H", "H"], "xyz": [[-1.60924, 1.27213, 0.74000], [-0.94923, 1.51838, -0.37048], [0.52074, 1.26841, -0.62665], [0.93145, -0.18160, -0.40780], [1.34804, -0.62076, 0.99771], [-0.20089, -1.15316, -0.75272], [-0.52668, -2.03399, -0.00346], [-1.05339, 0.98584, 1.61997], [-2.66432, 1.44759, 0.80978], [-1.42370, 1.95478, -1.24154], [1.10935, 1.88931, 0.06329], [0.72465, 1.45656, -1.68070], [1.80467, -0.48766, -0.98961], [2.32820, -0.89448, 0.94177], [1.31155, 0.00167, 1.80609], [0.76208, -1.45734, 1.17895], [-0.63832, -1.02837, -1.75435]], "smiles": "C=CC[C@@H]([NH3+])C=O", "relative_energy_kj_mol": 181.3, "energy_ev": -8876.70123, "gap_ev": 10.420, "total_charge": 1, "lumo_energy_ev": -3.73}

---

[2]
{"formula": "C5H10NO", "method": "ωB97M-V/def2-TZVPD", "species": ["C", "C", "C", "C", "C", "N", "O", "H", "H", "H", "H", "H", "H", "H", "H", "H", "H"], "xyz": [[-1.22957, 0.91159, -0.04081], [-0.72372, -1.21565, -2.33503], [0.12496, 0.80476, 0.66097], [-0.86896, 1.05413, -1.53735], [1.66948, -0.59806, 2.04323], [0.50312, -0.31493, 1.23825], [-0.71762, 0.11088, -2.38368], [-1.74589, -0.08641, -0.06518], [-1.76599, 1.84938, 0.24164], [-0.49195, -1.66415, -3.32247], [-0.80250, -1.62371, -1.27379], [0.82790, 1.65361, 0.69144], [-0.80267, 2.02597, -1.89884], [1.44900, -1.52362, 2.48346], [2.74635, -0.44187, 1.52550], [1.90506, 0.19091, 2.82608], [-0.07699, -1.13285, 1.14657]], "relative_energy_kj_mol": 526.0, "energy_ev": -8873.12911, "gap_ev": [6.981, 6.635], "total_charge": 1, "lumo_energy_ev": [-4.85, -4.84]}

---

[3]
{"formula": "C5H10NO", "method": "ωB97M-V/def2-TZVPD", "species": ["C", "N", "C", "C", "C", "C", "O", "H", "H", "H", "H", "H", "H", "H", "H", "H", "H"], "xyz": [[0.20542, -1.29286, -1.63064], [-0.22677, 0.06448, -1.93191], [-0.61919, 0.99648, -1.10933], [-0.92089, 0.67618, 0.47246], [0.03550, 0.54872, 1.97923], [1.37488, -0.11763, 1.71685], [1.77850, -0.55163, 0.62415], [0.24756, -1.87242, -2.57553], [1.17152, -1.17938, -1.15189], [-0.46813, -1.79827, -0.89566], [-0.10997, 0.16545, -2.89360], [-0.84259, 1.98407, -1.47210], [-1.54487, -0.21585, 0.48998], [-1.60211, 1.48328, 0.72754], [0.10378, 1.67263, 2.42512], [-0.52828, -0.13849, 2.62890], [1.94564, -0.42475, 2.59643]], "smiles": "C/[NH+]=C\\CCC=O", "relative_energy_kj_mol": 288.8, "energy_ev": -8875.58714, "gap_ev": 9.367, "total_charge": 1, "lumo_energy_ev": -4.79}

---

[4]
{"formula": "C5H10NO", "method": "ωB97M-V/def2-TZVPD", "species": ["C", "C", "C", "C", "C", "N", "O", "H", "H", "H", "H", "H", "H", "H", "H", "H", "H"], "xyz": [[2.97359, 0.32278, -0.19531], [1.00209, -0.62051, 0.84291], [-0.23428, -0.61173, -0.22801], [-2.19316, 0.96838, -0.35937], [-1.61740, -0.30609, 0.05352], [2.12447, -0.23091, 0.75819], [-2.29675, -1.14910, 0.72324], [3.65458, -0.40821, -0.50661], [2.47378, 0.78320, -1.08835], [0.60900, -1.25696, 1.59544], [3.53711, 1.08298, 0.37836], [-0.19917, -1.59936, -0.58172], [0.15738, -0.01198, -1.04471], [-2.63955, 0.93715, -1.30843], [-1.28940, 1.64399, -0.42675], [-2.83874, 1.35491, 0.47458], [-3.22356, -0.89856, 0.91302]], "relative_energy_kj_mol": 309.8, "energy_ev": -8875.36945, "gap_ev": 7.917, "total_charge": 1, "lumo_energy_ev": -5.24}

---

[5]
{"formula": "C5H10NO", "method": "ωB97M-V/def2-TZVPD", "species": ["C", "N", "C", "C", "C", "O", "C", "H", "H", "H", "H", "H", "H", "H", "H", "H", "H"], "xyz": [[1.98903, -0.06038, 0.80958], [0.72238, -0.06189, 0.55193], [0.06066, 0.99330, -0.21181], [-1.09630, 0.74853, -0.81395], [-1.73477, 1.72284, -1.66011], [-0.17118, -1.05433, 0.88610], [0.39528, -2.25008, 1.21014], [2.43066, -0.70206, 1.56758], [2.72679, 0.85602, 0.54455], [0.67715, 1.77599, -0.41480], [-1.68528, -0.13392, -0.49871], [-2.35389, 2.50042, -1.19361], [-0.99367, 2.28644, -2.19427], [-2.36259, 1.17296, -2.37399], [-0.45546, -2.91377, 1.40557], [0.95628, -2.28378, 2.05363], [0.89493, -2.59627, 0.33218]], "smiles": "C=[N+](/C=C/C)OC", "relative_energy_kj_mol": 440.6, "energy_ev": -8874.01409, "gap_ev": 9.317, "total_charge": 1, "lumo_energy_ev": -5.05}

---

[6]
{"formula": "C5H10NO", "method": "ωB97M-V/def2-TZVPD", "species": ["C", "C", "C", "C", "C", "N", "O", "H", "H", "H", "H", "H", "H", "H", "H", "H", "H"], "xyz": [[-0.11108, 1.16783, 0.67429], [0.25855, 1.03765, -2.01507], [-0.48173, 0.11581, 1.75218], [-1.01286, 0.83052, -1.77026], [-0.04689, 0.55253, -0.66759], [0.39651, -0.97679, -0.76297], [-1.02824, -0.87819, 1.44230], [-1.01767, 1.76759, 0.64801], [0.77383, 1.76528, 1.09215], [1.01469, 1.39752, -2.73103], [0.60802, -2.18194, 2.12450], [-0.24274, 0.51162, 2.68476], [1.42555, -2.31211, 1.99328], [-2.06177, 0.77265, -2.17220], [-0.06398, -1.47724, 0.05109], [1.38643, -0.93424, -0.52491], [0.20339, -1.15848, -1.81854]], "relative_energy_kj_mol": 506.0, "energy_ev": -8873.33548, "gap_ev": 11.218, "total_charge": 1, "lumo_energy_ev": -3.39}

---

[7]
{"formula": "C5H10NO", "method": "ωB97M-V/def2-TZVPD", "species": ["O", "C", "C", "C", "C", "C", "N", "H", "H", "H", "H", "H", "H", "H", "H", "H", "H"], "xyz": [[0.06541, -2.38450, -1.43474], [-0.61151, -1.58996, -1.99665], [-1.31118, -0.53344, -1.02114], [-0.86645, -0.55633, 0.41380], [0.31513, 0.27790, 0.78290], [1.27405, 0.92602, 0.00375], [0.26604, 0.62384, 2.12680], [-0.83807, -1.59974, -3.07673], [-1.20468, 0.50447, -1.39308], [-2.35062, -0.91192, -1.13700], [-0.37303, -1.47495, 0.82502], [-1.59278, -0.06717, 1.04932], [1.62186, 0.62666, -0.98662], [1.32581, 2.01666, 0.23462], [2.83925, 3.29118, 0.37975], [0.31727, -0.20933, 2.73087], [1.12352, 1.06061, 2.49914]], "relative_energy_kj_mol": 518.7, "multiplicity": 2, "energy_ev": -8857.83916, "gap_ev": [3.735, 9.587], "total_charge": 2, "lumo_energy_ev": [-13.72, -11.36]}